# 1
14
Properties=species:S:1:pos:R:3:forces:R:3 method="wB97M-V/def2-TZVPD" gap_ha=0.338 homo_energy_ev=-8.343 relative_energy_kcal_mol=26.3 max_force_ev_per_a=1.24
C 2.114 0.500 0.913 -0.83 0.86 0.32
C 0.993 -0.050 0.041 0.19 0.34 0.29
S 1.043 -1.608 -0.517 -0.07 0.04 -0.03
N 0.027 0.844 -0.204 0.09 -0.50 -0.06
N -0.986 0.799 -1.163 -0.35 -0.46 0.09
C -1.904 -0.089 -0.996 0.35 0.30 -0.10
N -2.072 -1.003 -0.008 1.04 0.34 0.27
H 2.271 -0.142 1.772 -0.01 -0.15 0.07
H 3.024 0.528 0.347 0.48 -0.10 -0.36
H 1.919 1.538 1.283 0.02 -0.77 -0.29
H 0.197 1.792 0.056 0.24 0.43 0.21
H -2.672 -0.036 -1.748 -0.30 -0.09 -0.13
H -1.202 -1.363 0.400 -0.41 0.13 -0.13
H -2.750 -1.709 -0.176 -0.44 -0.38 -0.14


# 2
84
Properties=species:S:1:pos:R:3:forces:R:3 method="wB97M-V/def2-TZVPD" gap_ha=0.368 smiles="CC[C@@H]1OS(=O)(=O)O[C@@]1(Br)CCCCN(C)C(C)=O.O=S1(=O)CCCC1.O=S1(=O)CCCC1.O=S1(=O)CCCC1" homo_energy_ev=-9.737 max_force_ev_per_a=1.64
C 1.509 -5.966 0.064 0.25 0.10 0.27
C 2.709 -5.099 -0.341 -0.45 -0.28 -0.31
C 2.273 -3.683 -0.698 0.95 -0.91 -0.78
O 3.179 -3.233 -1.756 -0.14 0.43 0.11
S 3.719 -1.759 -1.579 0.26 -0.02 0.00
O 3.041 -0.799 -2.385 -0.11 -0.35 -0.14
O 5.136 -1.829 -1.630 -0.27 0.19 0.28
O 3.157 -1.550 -0.093 0.28 -0.18 -0.29
C 2.316 -2.595 0.378 -0.02 0.68 0.90
Br 3.176 -3.178 2.078 -0.12 -0.07 -0.22
C 0.993 -1.969 0.796 0.00 -0.05 -0.09
C 0.295 -1.123 -0.274 0.12 -0.18 0.10
C -0.290 -1.828 -1.496 -0.33 0.43 0.15
C -1.274 -2.962 -1.169 1.03 -0.03 0.05
N -1.961 -2.745 0.102 -1.16 -0.27 -0.02
C -2.974 -1.686 0.063 0.48 0.09 -0.33
C -2.338 -3.961 0.732 1.30 -0.68 0.73
C -3.741 -4.522 0.629 0.01 0.29 0.53
O -1.487 -4.615 1.332 -0.94 0.74 -0.97
H 1.083 -6.477 -0.795 -0.10 0.02 -0.13
H 0.719 -5.390 0.543 -0.06 0.04 0.12
H 1.829 -6.724 0.772 -0.05 -0.13 0.06
H 3.135 -5.512 -1.251 0.11 0.01 -0.11
H 3.489 -5.125 0.406 0.10 0.19 0.10
H 1.321 -3.791 -1.203 -0.37 0.43 0.34
H 0.359 -2.748 1.215 -0.15 -0.14 -0.12
H 1.234 -1.301 1.619 0.03 0.07 0.13
H -0.495 -0.575 0.234 -0.08 0.07 0.08
H 1.008 -0.374 -0.615 0.02 0.12 -0.12
H 0.518 -2.151 -2.148 -0.09 -0.25 -0.20
H -0.833 -1.077 -2.070 0.08 0.17 -0.08
H -1.968 -3.085 -2.004 -0.18 -0.05 -0.02
H -0.711 -3.890 -1.077 -0.11 -0.17 0.10
H -3.993 -2.046 -0.052 -0.13 -0.02 0.12
H -2.776 -1.045 -0.793 0.04 0.07 -0.06
H -2.878 -1.051 0.939 -0.20 0.00 0.19
H -4.073 -4.757 1.637 -0.08 -0.05 0.09
H -4.478 -3.875 0.172 -0.02 0.00 -0.19
H -3.685 -5.468 0.101 0.08 -0.07 -0.17
O -0.833 4.509 1.346 -0.19 -0.06 0.01
S -0.343 3.192 1.019 0.32 -0.20 -0.07
O -1.252 2.066 0.943 -0.21 0.07 0.04
C 0.618 3.293 -0.488 0.18 0.05 -0.14
C 2.034 3.587 -0.008 0.09 -0.04 0.10
C 2.263 2.670 1.201 -0.13 0.02 -0.12
C 1.025 2.780 2.101 0.35 -0.12 0.02
H 0.203 4.068 -1.129 -0.08 0.00 0.04
H 0.561 2.324 -0.984 -0.03 -0.02 0.02
H 2.760 3.414 -0.799 -0.03 0.04 -0.04
H 2.114 4.633 0.297 -0.02 0.02 -0.03
H 2.378 1.639 0.855 0.00 -0.01 0.00
H 3.168 2.932 1.747 0.00 0.00 0.01
H 0.796 1.851 2.614 -0.12 0.08 0.09
H 1.121 3.584 2.827 -0.09 0.03 0.00
O -0.624 -0.285 6.587 0.11 0.06 0.02
S -0.845 0.357 5.317 -0.21 -0.08 -0.22
O 0.186 1.147 4.693 0.21 0.01 0.16
C -1.440 -0.861 4.147 -0.18 -0.17 -0.12
C -2.956 -0.830 4.312 0.00 0.09 0.08
C -3.335 0.655 4.411 0.03 -0.03 -0.06
C -2.365 1.313 5.401 -0.30 0.08 -0.10
H -0.989 -1.824 4.374 0.09 0.05 0.05
H -1.142 -0.530 3.151 0.03 0.05 0.01
H -3.456 -1.321 3.479 -0.01 -0.01 -0.01
H -3.241 -1.350 5.230 0.02 -0.03 -0.01
H -3.231 1.123 3.429 0.04 0.00 -0.01
H -4.367 0.788 4.730 0.00 0.01 0.01
H -2.142 2.344 5.141 0.10 0.00 0.05
H -2.727 1.258 6.426 0.08 -0.05 0.03
O 2.378 4.538 -3.134 0.07 0.02 0.10
S 2.033 5.145 -4.395 -0.08 0.02 -0.21
O 2.986 5.943 -5.119 0.11 -0.02 0.13
C 1.364 3.879 -5.468 -0.22 -0.16 -0.07
C -0.130 3.878 -5.161 0.01 0.08 0.06
C -0.541 5.355 -5.065 0.04 -0.04 -0.01
C 0.500 6.063 -4.189 -0.31 0.04 -0.08
H 1.859 2.934 -5.257 0.10 0.06 0.05
H 1.560 4.185 -6.495 0.04 0.03 0.01
H -0.694 3.350 -5.928 0.00 -0.01 0.00
H -0.313 3.380 -4.206 0.02 -0.03 -0.01
H -0.546 5.797 -6.063 0.02 -0.01 -0.01
H -1.542 5.470 -4.651 0.00 0.01 0.00
H 0.671 7.093 -4.490 0.11 0.01 0.05
H 0.236 6.027 -3.134 0.08 -0.03 0.03